# 1
DFT (ωB97M-V/def2-TZVPD) results for a structure of composition C30H62AlBrCaCl3CsF4NO13S.

Calculated values
Calculated total energy in a.u.: -7905.25182
Molecular weight in g/mol: 1139.11
Frontier orbital gap in eV: 1.896
Total charge: -1
HOMO energy in Ha: -0.14219

The geometry in XYZ format:
```
118
C30H62AlBrCaCl3CsF4NO13S | OMol25 | ωB97M-V/def2-TZVPD
C 0.05 1.20 4.94
C -0.91 0.41 5.96
C -0.76 -1.24 5.83
C -1.49 -1.77 4.47
C -2.38 -3.12 4.65
C -3.04 -3.48 3.21
C -4.31 -2.46 3.06
C -4.72 -2.22 1.53
C -3.70 -1.22 0.81
S -4.80 0.02 -0.04
C -5.58 1.03 1.34
O -4.03 1.02 -0.88
O -5.92 -0.59 -0.85
O -2.95 -0.35 1.73
C -1.66 -0.24 1.10
O -1.04 0.81 0.92
O -1.37 -1.59 0.74
C -2.56 -1.98 -0.01
C -2.56 -1.95 -1.60
C -1.30 -1.22 -2.27
C 0.06 -2.06 -2.22
C 1.15 -1.53 -1.15
C 2.49 -0.93 -1.81
C 2.50 0.69 -1.63
C 1.87 1.46 -2.89
C 2.34 3.01 -2.91
C 1.85 3.77 -4.25
C 1.62 5.37 -4.02
C 2.81 6.25 -4.68
O 4.03 6.14 -3.90
C 5.00 7.15 -4.29
H 0.82 0.54 4.43
H -0.55 1.72 4.12
H 0.63 2.04 5.48
H -0.62 0.74 7.05
H -2.01 0.75 5.73
H -1.24 -1.67 6.82
H 0.37 -1.49 5.76
H -2.12 -0.87 4.06
H -0.65 -1.98 3.71
H -3.30 -2.92 5.35
H -1.74 -4.00 5.00
H -3.47 -4.54 3.23
H -2.30 -3.39 2.34
H -4.15 -1.49 3.66
H -5.20 -2.98 3.58
H -5.79 -1.81 1.52
H -4.73 -3.25 1.01
H -5.25 0.63 2.38
H -5.21 2.12 1.31
H -6.71 0.99 1.33
H -2.61 -3.11 0.20
H -3.54 -1.52 -2.02
H -2.53 -3.04 -1.98
H -1.55 -1.06 -3.38
H -1.19 -0.15 -1.83
H 0.50 -2.13 -3.29
H -0.22 -3.15 -1.94
H 1.44 -2.44 -0.51
H 0.73 -0.73 -0.46
H 2.66 -1.25 -2.89
H 3.38 -1.32 -1.18
H 1.99 1.00 -0.65
H 3.61 0.99 -1.51
H 2.21 0.89 -3.83
H 0.72 1.41 -2.85
H 3.45 3.13 -2.70
H 1.79 3.53 -2.04
H 2.55 3.56 -5.13
H 0.82 3.34 -4.53
H 1.54 5.63 -2.91
H 0.63 5.64 -4.50
H 2.99 5.96 -5.78
H 2.47 7.34 -4.68
H 5.82 6.66 -4.92
H 4.53 7.98 -4.91
H 5.52 7.64 -3.39
O -4.57 -4.06 -1.06
H -4.78 -3.16 -1.31
Cs -2.46 -0.79 7.43
N 0.26 -5.55 -1.77
H -0.59 -5.48 -1.20
H 0.10 -5.12 -2.68
H 1.03 -5.06 -1.30
H 0.52 -6.53 -1.89
O 0.24 7.69 -3.09
H -0.59 7.81 -2.63
H 0.85 8.28 -2.63
F 2.03 3.73 8.73
Al 2.07 2.21 9.68
F 3.61 1.38 9.38
F 0.74 1.16 9.17
F 1.92 2.58 11.39
Ca 3.91 4.44 7.54
C -1.41 4.98 4.78
Cl -3.08 4.94 5.37
Cl -1.00 6.60 4.19
Cl -0.29 4.49 6.06
H -1.32 4.28 3.96
Br 2.03 -6.14 -3.42
O 4.84 -4.49 -5.00
C 4.39 -4.81 -6.09
O 4.19 -6.10 -6.39
C 3.50 -6.56 -7.56
C 4.44 -6.64 -8.75
C 4.15 -3.76 -7.14
H 2.62 -5.95 -7.76
H 3.13 -7.56 -7.33
H 4.84 -5.67 -9.01
H 3.92 -7.05 -9.62
H 5.29 -7.29 -8.52
H 5.08 -3.54 -7.66
H 3.79 -2.85 -6.65
H 3.38 -4.04 -7.87
C -2.94 4.88 8.88
O -2.09 5.72 9.23
O -2.77 3.64 8.90
O -4.09 5.16 8.46
```



# 2
DFT (ωB97M-V/def2-TZVPD) results for a cluster of 5 separate species, C30H62N4O5PS in total.

Calculated values
Calculated total energy in a.u.: -2514.37056
Molecular weight in g/mol: 621.89
Frontier orbital gap in eV: 8.344
Total charge: +1
HOMO energy in Ha: -0.40302

The geometry in XYZ format:
```
103
C30H62N4O5PS | OMol25 | ωB97M-V/def2-TZVPD
C 4.23 -5.07 2.74
C 3.89 -4.73 1.40
C 3.64 -4.63 -0.22
C 3.35 -3.03 -0.58
C 1.93 -2.54 0.15
C 1.02 -1.84 -1.02
C 0.03 -2.93 -1.76
P 0.23 -2.45 -3.60
S -0.22 -3.88 -4.83
C -1.44 -2.73 -1.02
C -2.81 -2.92 -1.90
C -3.22 -1.61 -2.81
C -4.03 -3.52 -0.98
C -5.30 -2.52 -0.76
C -6.45 -3.20 0.25
N -1.28 -1.60 -0.04
C -2.48 -0.94 0.59
C -2.16 0.10 1.81
N -2.19 1.58 1.39
N -3.33 -0.03 2.80
N -0.91 -0.20 2.61
C -0.14 -0.73 -0.58
O -0.56 0.24 -1.61
C 0.49 1.23 -1.88
C 0.46 1.46 -3.54
H 4.60 -5.31 3.82
H 2.70 -5.25 -0.56
H 4.58 -5.06 -0.80
H 4.26 -2.35 -0.30
H 3.25 -3.01 -1.77
H 2.21 -1.85 1.06
H 1.41 -3.56 0.50
H 1.81 -1.24 -1.68
H 0.54 -4.00 -1.67
H -0.43 -1.17 -3.93
H 1.66 -2.17 -3.80
H -1.45 -3.69 -0.31
H -2.57 -3.78 -2.69
H -2.54 -1.69 -3.79
H -2.96 -0.58 -2.33
H -4.34 -1.67 -3.23
H -4.38 -4.56 -1.45
H -3.59 -3.79 0.10
H -5.84 -2.39 -1.81
H -5.05 -1.44 -0.38
H -6.93 -2.30 0.87
H -5.99 -3.97 1.00
H -7.31 -3.65 -0.43
H -0.80 -2.09 0.77
H -3.19 -1.78 1.05
H -3.17 -0.35 -0.17
H -2.58 2.07 2.25
H -1.19 1.96 1.34
H -4.24 0.16 2.28
H -3.42 -1.05 3.11
H -0.06 0.28 2.25
H -0.76 -1.22 2.77
H 0.46 -0.06 0.16
H 1.56 0.94 -1.49
H 0.19 2.25 -1.37
H 1.10 0.67 -4.12
H 0.77 2.58 -3.77
H -0.67 1.32 -3.86
C -1.01 5.59 -6.77
C -0.68 4.21 -6.27
O -0.22 4.02 -5.15
C -0.94 3.06 -7.21
H -0.77 6.32 -5.98
H -0.41 5.82 -7.65
H -2.07 5.67 -7.00
H -0.34 3.18 -8.12
H -2.00 3.02 -7.46
H -0.66 2.12 -6.72
C 0.61 2.72 6.74
C 1.49 2.56 5.52
O 2.69 2.83 5.56
C 0.84 2.05 4.26
H 1.22 3.09 7.57
H -0.18 3.44 6.53
H 0.19 1.75 7.02
H 0.05 2.74 3.95
H 0.42 1.06 4.43
H 1.59 1.99 3.47
C 5.97 -2.01 3.75
C 4.96 -0.90 3.89
O 4.11 -0.70 3.03
C 5.05 -0.04 5.12
H 5.79 -2.55 2.82
H 6.98 -1.60 3.73
H 5.86 -2.71 4.58
H 6.02 0.47 5.16
H 4.90 -0.65 6.02
H 4.26 0.73 5.09
C -0.11 5.57 1.62
C 0.73 4.63 0.79
O 1.01 3.51 1.20
C 1.21 5.13 -0.55
H -0.38 5.08 2.56
H 0.46 6.48 1.85
H -1.02 5.83 1.07
H 1.84 6.01 -0.41
H 0.36 5.36 -1.19
H 1.80 4.34 -1.03
```